Formula: C43H98BN6O21Pb
Source: the Open Molecules 2025 dataset
Level of theory: the ωB97M-V functional and the def2-TZVPD basis

XYZ file:
```
170
Properties=species:S:1:pos:R:3:forces:R:3
Pb 2.139 4.550 -0.501 -0.6464 -0.7827 -0.4043
O 0.274 -2.167 1.534 -0.0266 0.3625 0.2392
C 0.263 -1.473 0.566 0.3925 -0.8130 -0.4812
O -0.071 -0.212 0.467 -0.3035 1.2788 0.2534
B -0.041 0.201 -0.956 -0.5068 -0.8025 0.8069
O 0.673 -0.841 -1.621 0.2546 0.1116 -1.1715
C 0.722 -1.914 -0.845 0.2737 -0.6771 0.9771
O 1.111 -3.009 -1.107 0.1242 0.1734 -0.4927
O 0.548 1.554 -1.109 0.1248 0.2283 0.3213
C -0.428 2.390 -1.334 0.1836 0.2731 -0.9904
O -0.308 3.583 -1.522 0.6279 0.3079 0.4486
C -1.725 1.623 -1.534 -0.8921 -0.4348 0.4732
O -1.430 0.348 -1.436 0.0661 0.0858 -0.1548
O -2.802 2.115 -1.698 0.1606 0.2175 -0.1916
C 5.292 -1.914 1.442 -0.1601 -0.1666 0.7228
C 5.228 -2.218 -0.047 -0.3011 -0.3850 -0.7982
C 5.552 -3.675 -0.345 0.8639 0.5658 0.9439
O 3.956 -1.900 -0.584 -0.7440 0.5660 -0.0892
H 4.768 -1.014 1.777 0.3135 0.3980 -0.5952
H 6.322 -1.900 1.804 0.0072 0.1591 -0.0778
H 4.772 -2.651 2.065 0.0826 -0.4344 -0.4616
H 5.926 -1.618 -0.653 0.1306 0.1725 0.5633
H 4.797 -4.301 0.132 0.0564 -0.2306 -0.1598
H 6.516 -3.819 0.158 -0.1007 -0.5702 -0.1126
H 5.697 -3.888 -1.401 -0.2890 0.0341 -0.0518
H 3.456 -2.696 -0.797 0.0047 -0.0372 0.1030
C 1.081 7.838 -1.478 -0.4094 0.0094 -0.1207
O 1.645 6.607 -1.924 0.0001 -0.6301 0.2926
C 2.381 6.685 -3.169 -1.2561 -0.2246 0.4220
C 2.382 5.285 -3.746 -0.7155 -0.7024 -0.5015
N 2.993 4.261 -2.862 0.8118 0.0805 -1.1802
C 2.703 2.875 -3.361 -1.3955 0.2872 0.8907
C 3.309 1.799 -2.461 0.4575 -1.2608 -0.2324
O 3.275 2.287 -1.131 0.6263 0.1931 0.1055
C 3.729 1.321 -0.170 -0.0744 0.7367 0.3057
H 0.598 8.347 -2.315 0.4736 0.2774 -0.0866
H 1.857 8.406 -0.963 -0.1683 0.4182 -0.2305
H 0.239 7.652 -0.810 0.2969 -0.4246 0.2190
H 3.327 7.176 -2.939 0.1809 -0.1155 -0.5143
H 1.717 7.253 -3.824 0.6032 0.4087 -0.2520
H 2.806 5.209 -4.753 0.4146 0.4785 0.1155
H 1.346 5.001 -3.958 -0.1496 0.1116 0.4895
H 3.969 4.373 -3.141 0.2768 -0.0105 0.9552
H 2.853 2.905 -4.438 0.4633 -0.8487 0.0112
H 1.643 2.664 -3.197 -0.2130 0.6476 -0.3269
H 4.296 1.390 -2.721 0.3161 0.8417 0.0253
H 2.731 0.863 -2.457 -0.4563 0.3731 -0.4608
H 2.886 0.770 0.244 0.0839 -0.3486 -0.2894
H 4.171 1.907 0.639 -0.0047 -0.0894 0.0782
H 4.507 0.690 -0.597 -0.2336 -0.2472 0.0100
C 5.855 3.932 -0.576 -0.3937 0.2893 -0.1435
O 4.772 4.672 0.004 0.4585 0.0567 0.3356
C 5.034 5.002 1.388 -0.9102 0.0324 -1.2644
C 4.104 6.142 1.733 0.6013 -0.4386 0.7649
N 2.697 5.699 1.751 1.0038 0.6460 1.1924
C 1.739 6.796 2.006 -0.1490 -0.6702 -0.8872
C 0.385 6.171 2.183 -1.5813 1.8236 0.2115
O -0.036 5.528 1.001 0.6854 -0.9384 -0.6278
C -1.435 5.181 0.968 0.4542 -0.5000 1.1516
H 5.652 3.875 -1.644 0.0983 -0.1228 0.0615
H 5.907 2.929 -0.152 0.1554 0.0477 -0.0185
H 6.778 4.489 -0.411 0.0997 -0.1654 -0.0412
H 6.065 5.328 1.525 0.0795 -0.1510 -0.0529
H 4.814 4.105 1.975 0.2216 0.1046 0.2910
H 4.253 6.977 1.049 0.0075 0.0609 0.1010
H 4.434 6.372 2.756 -0.2457 0.7968 -0.1250
H 2.706 5.150 2.612 -0.5977 -0.4612 -0.3190
H 1.665 7.407 1.105 0.3057 0.1397 0.0652
H 1.993 7.440 2.849 0.0948 -0.1196 0.1062
H -0.320 7.012 2.269 0.1231 0.0574 0.5674
H 0.303 5.620 3.127 -0.0048 -0.6081 -0.3536
H -2.041 6.083 0.939 -0.1148 0.0058 -0.1801
H -1.631 4.622 1.887 -0.3101 0.1931 0.1211
H -1.639 4.471 0.172 0.1983 0.5046 -0.3835
C -2.451 -0.350 3.082 -0.5371 0.1978 0.3058
O -3.076 -1.552 3.480 0.4379 -0.2270 0.0979
C -4.282 -1.336 4.160 -1.1663 1.1392 0.0235
C -5.002 -2.633 4.340 0.1133 -1.7851 0.4576
N -5.245 -3.335 3.066 0.4218 1.0046 -0.1406
C -6.545 -3.071 2.437 0.4520 -0.5122 -0.0995
C -6.369 -2.854 0.933 0.5936 0.6649 1.3319
O -5.345 -1.849 0.792 -0.8084 -0.2256 -0.9724
C -5.299 -1.378 -0.554 0.1096 0.4465 -0.0621
H -2.594 0.410 3.859 0.3284 -0.0010 0.1735
H -2.927 0.079 2.193 0.0688 -0.2340 -0.2499
H -1.395 -0.545 2.915 -0.0263 -0.0259 -0.0799
H -4.903 -0.643 3.568 0.0014 0.0139 0.0076
H -4.143 -0.869 5.147 0.3123 0.0373 -0.0725
H -5.917 -2.636 4.938 -0.1057 0.7664 -0.1541
H -4.343 -3.238 4.980 0.0880 -0.2307 -0.3287
H -4.594 -2.828 2.470 0.2590 -0.6497 -0.2865
H -7.040 -2.184 2.849 -0.1124 -0.0628 0.0754
H -7.158 -3.967 2.564 -0.3648 0.2660 0.1279
H -7.327 -2.465 0.585 0.0422 -0.2264 -0.5153
H -6.029 -3.760 0.430 -0.2891 -0.1104 -0.1458
H -4.341 -1.587 -1.033 0.1481 -0.0638 0.2102
H -5.465 -0.299 -0.565 0.1542 0.0701 0.0886
H -6.071 -1.796 -1.202 -0.0970 -0.2686 0.2220
C 0.630 -7.205 6.580 -1.2321 0.1119 -0.8457
O 0.056 -6.468 5.482 1.0077 0.5769 1.2541
C 0.187 -5.095 5.780 -0.0779 1.0371 -1.3298
C -0.134 -4.258 4.547 0.1090 0.1351 -0.7816
N 0.651 -4.585 3.341 0.4270 0.6398 -0.0454
C 2.096 -4.647 3.455 0.2729 0.0091 0.2960
C 2.750 -5.123 2.131 -1.1691 0.5721 1.7621
O 2.199 -6.349 1.762 0.9008 -1.2293 -0.2180
C 3.219 -7.224 1.194 -0.9683 2.3287 0.1168
H -0.007 -7.063 7.458 -0.0025 -0.2414 0.1049
H 1.628 -6.859 6.856 0.2075 -0.1205 -0.3360
H 0.588 -8.230 6.219 0.3474 -0.1357 0.4602
H 1.215 -4.794 6.023 0.1615 -0.5390 0.3846
H -0.446 -4.760 6.608 -0.1379 -0.2400 0.1165
H 0.013 -3.180 4.713 -0.0264 -0.0552 0.8723
H -1.177 -4.341 4.232 -0.0592 -0.2824 0.2370
H 0.517 -3.753 2.770 -0.4382 -0.6351 -0.4600
H 2.375 -5.245 4.327 0.0727 -0.4946 -0.3894
H 2.603 -3.680 3.652 -0.2374 0.2982 0.0834
H 3.822 -5.150 2.361 0.1628 -0.2059 -0.4037
H 2.527 -4.318 1.418 0.1753 -0.2031 -0.4533
H 4.083 -7.156 1.853 0.1706 -0.6791 -0.0133
H 3.467 -6.710 0.260 0.4122 -0.6612 -0.3763
H 2.804 -8.210 1.034 0.0308 -0.0900 0.1298
C -3.104 10.107 -6.240 0.5995 0.4354 0.3885
O -3.238 8.729 -6.028 -0.1008 -0.7406 -0.2583
C -4.105 8.436 -4.961 0.0044 0.6035 1.4919
C -3.803 7.087 -4.342 0.9461 0.1158 -0.3713
N -2.414 7.115 -3.815 -0.3709 0.4062 -0.8020
C -2.064 5.853 -3.158 -0.1496 1.1832 -0.5468
C -2.109 4.648 -4.087 -0.7983 -0.2987 0.1702
O -1.523 4.975 -5.337 0.6987 0.2949 0.3644
C -1.586 3.942 -6.263 -0.0414 -1.5266 -0.8961
H -4.070 10.619 -6.194 0.0513 0.0328 -0.3076
H -2.572 10.276 -7.176 -0.4105 -0.1183 -0.1817
H -2.450 10.549 -5.471 -0.2328 -0.0206 0.1388
H -5.162 8.558 -5.219 0.0192 -0.1876 -0.3157
H -3.906 9.146 -4.144 -0.0899 0.2033 -0.1033
H -3.864 6.347 -5.149 -0.4188 -0.3110 0.2636
H -4.452 6.873 -3.493 -0.3944 -0.0411 -0.3017
H -1.910 7.261 -4.687 0.6523 -0.1944 0.3807
H -2.774 5.869 -2.328 -0.0043 -1.0537 0.0294
H -1.081 5.938 -2.692 0.2072 0.0550 -0.1540
H -3.135 4.352 -4.321 -0.1412 -0.0976 0.3739
H -1.627 3.815 -3.572 0.1402 -0.1911 -0.3138
H -2.573 3.482 -6.405 -0.3589 0.5760 0.2262
H -0.983 3.046 -6.047 0.3615 0.2963 0.6023
H -1.245 4.244 -7.252 -0.0351 0.5858 0.1631
C -3.076 -11.499 -0.209 0.1907 -0.6115 -0.7713
O -2.276 -10.458 0.294 0.1753 -0.5085 -0.1222
C -1.192 -10.228 -0.604 0.1287 1.7007 0.5386
C -0.221 -9.282 0.104 0.5967 -0.9458 0.2417
N -0.863 -8.068 0.607 0.2019 0.3317 -0.8404
C -0.531 -6.934 -0.286 0.9828 0.0136 0.0384
C -1.476 -5.764 -0.127 0.1185 0.1136 -0.0910
O -1.466 -5.351 1.225 -0.9420 -0.0741 -0.3638
C -2.364 -4.258 1.410 0.9241 -0.4614 0.2697
H -3.346 -11.291 -1.253 -0.2505 0.0648 0.0800
H -3.979 -11.698 0.365 0.1036 0.5161 0.2724
H -2.514 -12.443 -0.246 0.0507 0.0385 0.1342
H -1.571 -9.648 -1.453 -0.1627 -0.5400 -0.4657
H -0.667 -11.138 -0.896 -0.2246 -0.1889 -0.1383
H 0.633 -9.032 -0.537 -0.3289 0.1422 -0.4691
H 0.302 -9.918 0.831 -0.4365 0.4836 0.7885
H -1.859 -8.187 0.444 -0.0872 -0.2155 0.5875
H -0.414 -7.336 -1.304 -0.7322 0.5190 -0.3761
H 0.467 -6.520 -0.123 0.1284 -0.3282 0.7545
H -2.472 -6.031 -0.514 -0.2890 -0.0360 0.4567
H -1.174 -4.890 -0.718 0.3075 -0.2228 -0.3990
H -2.520 -4.145 2.478 -0.2338 -0.1191 0.0211
H -3.304 -4.445 0.890 -0.1722 0.1660 0.0512
H -1.882 -3.335 1.080 -0.2216 0.1305 -0.3360
```
Positions in Å, forces in eV/Å.

Values from the calculation:
* HOMO level: -0.3131 hartree
* HOMO-LUMO gap: 5.38 eV
* net charge: +1
* molecular weight: 1253.3 g mol⁻¹
* lowest unoccupied orbital energy: -0.11552 Eh
* E: -3823.13096 hartree

Here are the Löwdin charges for atoms 1 to 4, given in e:
1 Pb 1.744
2 O 0.159
3 C -0.385
4 O 0.229